No. 1
ORCA calculation (wB97M-V/def2-TZVPD) on a molecular structure, C37H37IrN3O2SSi.

Results
HOMO energy (spin up / spin down) ... -4.733 / -7.272 eV
Spin multiplicity ... 6
⟨S²⟩ ... 8.797
Gap between HOMO and LUMO (spin up / spin down) ... 5.2766 / 5.2948 eV
E_LUMO (spin up / spin down) ... 0.543 / -1.977 eV

Each line ends with the Mulliken charge.
Cartesian coordinates (Å):
Ir (-0.93068, -0.61960, 0.28150)  0.951
C (-4.83137, -1.48202, 0.57951)  -0.855
Si (-3.50029, -2.18068, 1.65095)  -0.011
C (-2.54365, -3.49709, 0.78248)  -0.901
C (-4.22821, -2.92815, 3.19869)  -1.341
N (-2.36586, -0.83893, 1.96200)  0.688
C (-2.40821, 0.07249, 2.94347)  0.503
C (-3.51722, 0.20275, 3.83956)  -0.667
C (-3.56044, 1.16938, 4.80637)  -1.068
C (-2.48595, 2.05857, 4.95332)  -0.607
C (-1.38036, 1.98033, 4.11768)  -1.025
C (-1.33453, 1.01225, 3.12949)  0.839
O (-0.27370, 0.84019, 2.30694)  0.411
C (0.72231, 1.82448, 2.22940)  -0.216
C (0.42832, 3.06701, 1.70642)  0.309
C (1.45283, 3.98951, 1.56643)  -0.882
C (2.75224, 3.65546, 1.93829)  -0.553
C (3.02129, 2.39415, 2.45259)  -0.789
C (1.99546, 1.46526, 2.60380)  -0.321
H (-5.58045, -2.24532, 0.33923)  0.356
H (-4.38499, -1.11937, -0.35405)  0.221
H (-5.33858, -0.64383, 1.07239)  0.313
H (-3.21072, -4.33373, 0.54269)  0.544
H (-1.72779, -3.86891, 1.41392)  0.265
H (-2.10380, -3.13166, -0.15118)  0.171
H (-4.47413, -3.97183, 2.97864)  0.396
H (-5.14975, -2.42833, 3.51546)  0.369
H (-3.52658, -2.92272, 4.04082)  0.406
H (-4.35271, -0.47236, 3.71947)  0.267
H (-4.42392, 1.24394, 5.45550)  0.417
H (-2.50859, 2.81447, 5.72817)  0.412
H (-0.54935, 2.66153, 4.24063)  0.473
H (-0.58483, 3.29623, 1.39356)  0.565
H (1.23852, 4.96734, 1.14985)  0.403
H (3.55327, 4.37406, 1.81533)  0.418
H (4.03220, 2.12281, 2.73141)  0.444
H (2.18030, 0.46360, 2.97700)  0.416
C (0.44611, 2.02782, -5.08369)  -1.146
N (0.24753, 2.52811, -3.72162)  -0.173
N (0.89408, 1.81270, -2.72293)  0.814
C (0.07147, 1.66530, -1.63720)  0.466
O (0.43832, 1.09575, -0.59788)  -0.719
C (-1.15721, 2.31626, -1.99365)  -1.039
C (-1.02617, 2.74819, -3.26238)  0.600
C (-2.04334, 3.35408, -4.16291)  -1.670
C (2.30600, 1.63643, -2.74029)  -0.038
C (2.85256, 0.50888, -2.14802)  -0.246
C (4.22863, 0.33678, -2.15704)  -0.889
C (5.05419, 1.27495, -2.76158)  -0.504
C (4.49598, 2.40183, -3.34945)  -0.683
C (3.12032, 2.59191, -3.33122)  -0.014
H (1.50410, 1.84769, -5.25048)  0.449
H (0.11103, 2.78882, -5.78395)  0.418
H (-0.10716, 1.09773, -5.24562)  0.266
H (-2.04087, 2.35955, -1.37692)  0.474
H (-2.92898, 3.61577, -3.58753)  0.395
H (-2.34342, 2.65172, -4.94368)  0.309
H (-1.65583, 4.25379, -4.64268)  0.384
H (2.20944, -0.21777, -1.67848)  0.555
H (4.64949, -0.54891, -1.69471)  0.475
H (6.12691, 1.12890, -2.77434)  0.401
H (5.13032, 3.14392, -3.81776)  0.394
H (2.67809, 3.48241, -3.76376)  0.494
S (-2.36806, -0.98130, -2.97346)  -0.378
C (-1.87686, -0.65521, -1.50708)  -0.327
C (2.55592, -4.53166, -2.09961)  -0.588
C (1.53884, -3.64509, -2.53276)  -0.763
C (0.88347, -2.85626, -1.63322)  0.032
C (1.20268, -2.88919, -0.24779)  0.864
C (0.53421, -2.05494, 0.70540)  -0.009
C (0.86920, -2.20778, 2.03282)  -0.140
C (1.86490, -3.11992, 2.46672)  -0.967
C (2.52439, -3.89391, 1.56168)  -0.949
C (2.20766, -3.80073, 0.18296)  1.041
C (2.87407, -4.60833, -0.77616)  -0.875
H (3.07068, -5.15779, -2.81910)  0.402
H (1.27545, -3.59566, -3.58347)  0.453
H (0.09377, -2.19192, -1.96409)  -0.409
H (0.36402, -1.60699, 2.78791)  0.345
H (2.09766, -3.20133, 3.52271)  0.452
H (3.28651, -4.59809, 1.88178)  0.342
H (3.63986, -5.29777, -0.43319)  0.383

=====

No. 2
ORCA calculation (wB97M-V/def2-TZVPD) on a single C24H24N4O4 molecule.

Results
HOMO energy ... -8.405 eV
Spin multiplicity ... 1
Gap between HOMO and LUMO ... 7.9793 eV
SMILES ... O=C1c2ccccc2C(=O)N1Cc1nc2ccccc2c(=O)n1CCCN1CCOCC1
E_LUMO ... -0.425 eV

Each line ends with the natural charge from an NBO analysis.
Cartesian coordinates (Å):
O (1.95956, 3.63820, -2.51851)  -0.548
C (1.19184, 2.75733, -2.80533)  0.704
N (0.37712, 2.09090, -1.89879)  -0.466
C (-0.38809, 1.08723, -2.47938)  0.693
O (-1.13600, 0.36269, -1.87404)  -0.558
C (-0.09202, 1.16364, -3.92886)  -0.060
C (-0.58787, 0.43446, -4.98919)  -0.188
C (-0.10655, 0.73235, -6.26074)  -0.191
C (0.83628, 1.72960, -6.45509)  -0.194
C (1.33430, 2.46755, -5.38517)  -0.155
C (0.85972, 2.16998, -4.12512)  -0.147
H (2.06835, 3.24488, -5.52907)  0.233
H (1.19157, 1.93688, -7.45343)  0.221
H (-0.47334, 0.17602, -7.11037)  0.221
H (-1.32166, -0.34043, -4.83138)  0.234
C (0.51176, 2.20946, -0.47172)  -0.273
C (1.33819, 1.05265, 0.04872)  0.478
N (2.01245, 0.40532, -0.83023)  -0.504
C (2.81134, -0.62901, -0.42861)  0.162
C (3.52719, -1.35653, -1.38478)  -0.205
C (4.34720, -2.38620, -0.98475)  -0.178
C (4.47450, -2.71382, 0.36550)  -0.226
C (3.77493, -2.00858, 1.31740)  -0.166
C (2.93616, -0.96112, 0.92970)  -0.143
C (2.17547, -0.21444, 1.92032)  0.654
O (2.21947, -0.40447, 3.11889)  -0.610
N (1.34739, 0.78876, 1.38641)  -0.434
C (0.49347, 1.48921, 2.33213)  -0.219
H (0.95058, 1.33476, 3.31405)  0.252
C (-0.93444, 0.93706, 2.35806)  -0.437
C (-0.95923, -0.57738, 2.63631)  -0.209
N (-2.26506, -1.16508, 2.81997)  -0.444
C (-2.96516, -0.76661, 4.02471)  -0.251
H (-2.28983, -0.85668, 4.87750)  0.205
C (-4.15987, -1.70511, 4.21077)  -0.070
O (-5.02712, -1.65671, 3.10192)  -0.524
C (-4.34110, -1.99902, 1.91887)  -0.070
C (-3.15426, -1.06449, 1.67819)  -0.255
H (-2.61923, -1.36537, 0.77590)  0.214
H (-3.54088, -0.03984, 1.53971)  0.166
H (-5.06926, -1.92097, 1.10989)  0.191
H (-3.97500, -3.03413, 1.98742)  0.165
H (-4.75491, -1.41174, 5.07751)  0.190
H (-3.78855, -2.73149, 4.34899)  0.166
H (-3.34001, 0.27095, 3.97046)  0.163
H (-0.37098, -0.79032, 3.53278)  0.212
H (-0.49300, -1.10120, 1.79553)  0.195
H (-1.47659, 1.46439, 3.14491)  0.214
H (-1.44132, 1.12313, 1.40963)  0.201
H (0.49541, 2.55752, 2.10520)  0.204
H (3.85156, -2.24112, 2.36870)  0.237
H (5.12406, -3.52398, 0.66052)  0.217
H (4.90088, -2.94819, -1.72262)  0.216
H (3.41822, -1.08783, -2.42374)  0.224
H (-0.48535, 2.22317, -0.02892)  0.235
H (1.02772, 3.15379, -0.26673)  0.258

=====

no.,maximum force (Eh/bohr)
1,0.015
2,0.014